The following is a quantum chemistry calculation of C33H41N4OS4SbTeZr as an isolated structure, from the Open Molecules 2025 dataset.

```
86
Properties=species:S:1:pos:R:3
C 2.323 0.420 1.551
C -1.505 2.438 1.548
H 0.623 -0.983 5.070
H -5.574 -1.529 0.690
C 2.631 -3.177 0.399
C 2.614 -0.694 0.750
H 3.480 1.824 0.369
C 0.004 -1.074 4.174
C 3.584 -0.592 -0.394
H -2.528 -1.649 3.545
S -1.213 -2.731 0.009
C 2.972 1.758 1.324
H -1.302 2.425 3.706
C 1.280 1.708 -4.529
H 2.595 8.599 -2.347
C -2.364 0.864 -2.175
H -0.379 -3.398 2.889
C -3.624 -0.724 0.719
H 2.036 1.094 -4.059
H -1.430 3.878 -6.211
H 2.494 -4.076 0.991
H 1.506 0.771 -6.440
H -4.107 0.914 -3.543
H -0.058 3.908 2.196
C 2.302 7.564 -2.226
Sb -0.524 -2.541 -2.276
C -2.042 2.164 2.947
C 2.100 -1.959 1.099
S 1.013 -4.099 -2.778
Te 0.965 2.874 -1.716
H -0.495 -2.035 4.236
H 2.150 -3.345 -0.571
C -0.383 3.440 -4.395
C 1.549 4.896 -1.920
C -3.640 0.699 -2.600
C 1.376 1.427 3.623
H -1.634 4.577 1.766
H -0.922 4.185 -3.821
H -1.524 1.273 -2.707
H -5.114 -2.398 3.026
C 0.647 -3.440 2.531
C 0.980 1.527 -5.873
C 1.496 0.272 2.673
C -3.124 -1.464 2.671
H -0.752 -0.290 4.225
H 1.014 2.316 3.108
H -5.239 -0.308 -1.634
C -0.889 3.827 1.491
H 0.638 -4.116 1.683
H -2.341 2.406 0.836
H 2.233 2.562 1.361
H 3.704 1.957 2.111
H 3.700 -3.066 0.219
Zr -0.407 -0.349 0.370
H 0.711 1.227 4.457
H 4.253 6.794 -2.680
N -2.241 0.350 -0.904
H -0.522 4.058 0.494
C 0.856 -0.947 2.933
H -0.401 5.676 -1.469
S 0.724 -0.420 -1.840
H 3.497 0.361 -0.911
C -0.670 3.267 -5.741
N -4.309 0.067 -1.576
C 0.005 2.305 -6.479
H 2.360 1.671 4.031
H -0.233 2.158 -7.525
C 3.233 6.551 -2.411
H 3.590 4.437 -2.403
C 0.597 2.663 -3.784
H -2.931 2.773 3.126
H 4.608 -0.691 -0.021
H 0.265 8.033 -1.740
N -4.716 -1.363 1.185
C 1.170 -2.081 2.145
C -3.426 -0.123 -0.581
C 2.860 5.223 -2.254
C -4.407 -1.847 2.435
H 1.268 -3.869 3.323
H 3.406 -1.370 -1.131
C 0.996 7.247 -1.885
N -2.641 -0.762 1.594
S -2.337 -2.259 -3.568
O -0.563 1.463 1.136
C 0.622 5.918 -1.731
H -2.318 1.120 3.073
```

Its charge is 0. For the HOMO energy, the calculation gives -7.058 eV. The value obtained for the total energy is -101352.4175 eV.

Here is what Mulliken gives for the atomic charges, in e: atom 1 (C): 1.473, atom 2 (C): 0.674, atom 3 (H): 0.432, atom 4 (H): 0.185, atom 5 (C): -1.869, atom 6 (C): 0.759, atom 7 (H): 0.415, atom 8 (C): -2.676, atom 9 (C): -2.562, atom 10 (H): 0.249, atom 11 (S): -0.391, atom 12 (C): -1.842, atom 13 (H): 0.235, atom 14 (C): -0.095, atom 15 (H): 0.369, atom 16 (C): -0.813, atom 17 (H): 0.519, atom 18 (C): -0.118, atom 19 (H): 0.348, atom 20 (H): 0.391, atom 21 (H): 0.484, atom 22 (H): 0.415, atom 23 (H): 0.398, atom 24 (H): 0.246, atom 25 (C): -0.426, atom 26 (Sb): 0.779, atom 27 (C): -1.491, atom 28 (C): 1.000, atom 29 (S): -0.632, atom 30 (Te): 0.376, atom 31 (H): 0.458, atom 32 (H): 0.103, atom 33 (C): -0.269, atom 34 (C): 0.188, atom 35 (C): -1.160, atom 36 (C): -1.733, atom 37 (H): 0.444, atom 38 (H): 0.359, atom 39 (H): 0.473, atom 40 (H): 0.426, atom 41 (C): -2.669, atom 42 (C): -0.711, atom 43 (C): 0.878, atom 44 (C): -0.378, atom 45 (H): 0.473, atom 46 (H): 0.098, atom 47 (H): 0.213, atom 48 (C): -1.173, atom 49 (H): 0.635, atom 50 (H): 0.196, atom 51 (H): 0.251, atom 52 (H): 0.359, atom 53 (H): 0.425, atom 54 (Zr): -0.793, atom 55 (H): 0.467, atom 56 (H): 0.391, atom 57 (N): 1.779, atom 58 (H): 0.015, atom 59 (C): 1.692, atom 60 (H): 0.326, atom 61 (S): -0.318, atom 62 (H): 0.442, atom 63 (C): -0.718, atom 64 (N): 0.066, atom 65 (C): -0.429, atom 66 (H): 0.393, atom 67 (H): 0.382, atom 68 (C): -0.602, atom 69 (H): 0.345, atom 70 (C): 0.115, atom 71 (H): 0.533, atom 72 (H): 0.418, atom 73 (H): 0.379, atom 74 (N): -0.033, atom 75 (C): 0.993, atom 76 (C): -0.473, atom 77 (C): -0.402, atom 78 (C): -1.066, atom 79 (H): 0.407, atom 80 (H): 0.517, atom 81 (C): -0.699, atom 82 (N): 0.773, atom 83 (S): -0.618, atom 84 (O): 1.012, atom 85 (C): -0.170, atom 86 (H): 0.158



The following is a quantum chemistry calculation of C4H3Cl2N as an isolated structure in a non-equilibrium geometry, from the Open Molecules 2025 dataset.

```
10
Properties=species:S:1:pos:R:3
H -0.075 0.638 -1.621
Cl -2.492 -1.197 -0.232
C 2.377 0.033 -0.079
C 1.041 -0.108 0.313
N 3.473 0.222 -0.294
H 0.857 -0.915 1.244
C -1.347 0.017 0.131
Cl -2.447 1.420 -0.069
H -1.340 -0.273 1.113
C -0.048 0.162 -0.507
```

Its charge is 0. For the HOMO energy, the calculation gives -10.615 eV. The value obtained for the total energy is -30728.7979 eV.

Here is what natural (NBO) gives for the atomic charges, in e: atom 1 (H): 0.265, atom 2 (Cl): 0.010, atom 3 (C): 0.220, atom 4 (C): -0.285, atom 5 (N): -0.256, atom 6 (H): 0.262, atom 7 (C): -0.273, atom 8 (Cl): -0.025, atom 9 (H): 0.228, atom 10 (C): -0.146



The following is a quantum chemistry calculation of C29H88O25 as an isolated structure in a non-equilibrium geometry, from the Open Molecules 2025 dataset.

```
142
Properties=species:S:1:pos:R:3
H 3.431 3.582 1.397
O 0.492 2.126 2.196
H 5.724 -2.765 0.257
H -5.216 0.987 2.655
C -0.458 -1.362 -4.077
O -2.850 -0.163 3.948
H -4.166 -0.426 2.338
H 3.320 2.897 -3.217
H -0.765 -2.653 -5.831
H -1.518 -3.782 -1.604
H 0.580 -3.973 2.920
H 3.073 -1.981 -4.729
C -3.114 -0.214 2.543
H -1.342 -3.327 -4.332
H -1.447 -5.287 0.741
H -0.948 2.942 -4.118
H 1.987 1.599 0.873
H 3.996 -4.381 0.020
C 6.176 2.330 0.322
O -1.241 -4.370 0.942
H 0.453 2.438 3.109
H 4.205 -1.886 -3.353
C -0.550 -2.709 -4.763
H -3.023 5.495 3.669
H 5.233 -0.509 -0.172
H -2.477 -0.878 -2.203
H -0.553 0.506 -0.692
C 4.896 -2.425 -0.379
H -3.565 2.454 -1.225
H 2.672 -0.638 -0.047
H -6.362 -0.330 -0.694
C -0.217 -3.819 0.113
C -0.499 -4.081 -1.366
H 0.900 -1.431 1.173
H -7.159 1.247 1.406
H 6.587 3.209 -0.199
C 3.761 0.037 -4.355
O 4.524 0.012 -5.570
H 0.191 -3.449 -1.930
H -2.986 -1.051 4.299
H -2.312 -1.193 0.800
H 1.293 1.539 -3.343
C 0.806 -3.059 4.883
H 2.426 1.619 2.564
H -5.157 -2.255 -2.378
C 1.862 2.163 1.795
H 5.447 0.042 -5.304
O 2.521 -4.123 3.499
H 2.560 -1.332 -3.217
C 2.409 3.597 1.779
O 1.640 4.380 0.863
H 2.430 3.930 2.817
H 2.379 -5.004 3.854
C 0.891 -0.480 0.633
H -3.013 3.002 -3.806
H -3.359 0.557 1.470
C 3.723 -3.333 -0.065
C -4.572 -1.363 -2.630
O 2.740 -3.196 -1.109
H -4.481 4.312 2.720
H 1.092 5.004 1.345
H -1.659 4.483 -1.839
H 1.485 -2.491 2.871
C -0.504 -0.224 0.115
O 6.007 1.266 -0.597
O -0.352 -5.450 -1.699
O -2.234 1.982 1.944
H 0.484 -0.898 -4.403
O -0.997 1.811 4.197
H 0.578 -5.687 -1.622
C -2.873 3.236 1.692
H 2.505 3.598 -0.575
H -0.908 -1.189 -0.199
C 2.547 3.095 -2.474
H -1.173 -1.051 2.121
H 1.241 0.331 1.278
O -5.178 -0.223 -2.006
H -1.381 0.330 -4.000
C -2.230 -1.241 1.892
H -4.482 -1.216 -3.706
C -6.345 0.709 0.906
H 4.088 0.839 1.153
O -2.606 -2.523 2.386
O -4.085 -0.007 1.168
H 0.083 1.122 2.597
H -2.055 3.909 1.421
C 0.191 1.229 3.682
O -1.549 -0.521 -4.437
C 1.303 -3.374 3.485
H 1.986 3.932 -2.906
H -3.034 1.328 -3.162
O 1.713 -2.238 5.613
O -2.501 4.152 -1.516
O 3.173 3.419 -1.257
C -3.580 3.736 2.956
H 6.974 2.158 1.052
H 2.653 -2.247 -1.290
H -3.897 2.893 3.572
H -1.138 0.087 0.949
H -3.504 -1.165 -0.043
H -2.933 0.794 2.167
H -5.872 0.129 -2.575
C -3.238 -1.634 -1.991
H -5.574 -0.638 2.516
H 1.042 1.874 3.905
H 2.832 0.560 -4.583
H -1.671 1.112 4.328
H 3.328 -3.015 0.905
H 0.714 1.989 -1.812
H -2.114 -3.190 1.859
C 3.419 -1.364 -3.898
O -2.755 4.580 3.753
H 0.375 0.290 4.210
H 4.277 0.630 -3.595
H 2.109 0.961 -1.934
O 1.813 -0.537 -0.477
C 1.650 1.857 -2.360
H -0.069 -2.408 4.822
H 2.407 -2.807 5.964
O -1.192 2.163 -3.617
O 4.296 1.628 1.661
C 4.795 2.683 0.876
H -2.851 -2.547 -2.451
H 0.566 -3.999 5.387
H 4.833 3.584 1.487
H 5.280 -2.557 -1.393
H 4.138 2.874 0.019
H -0.137 -2.758 0.333
H -1.279 2.111 1.840
H -3.554 3.177 0.842
C -2.609 2.749 -1.661
O -3.280 -1.935 -0.604
C -2.529 2.295 -3.130
H 6.719 1.208 -1.237
H -1.849 2.285 -1.019
H 0.387 -3.259 -4.660
H -5.894 1.463 0.250
H 0.710 -4.351 0.343
O 4.483 -1.112 -0.049
H -0.413 -1.429 -2.984
O -6.889 -0.339 0.127
C -5.290 0.205 1.884
```

Its charge is 0. For the HOMO energy, the calculation gives -6.623 eV. The value obtained for the total energy is -82660.5094 eV.

These are the Mulliken partial charges, in e, on atoms 1 to 99: atom 1 (H): 0.601, atom 2 (O): -1.429, atom 3 (H): 0.474, atom 4 (H): 0.254, atom 5 (C): 1.552, atom 6 (O): -0.781, atom 7 (H): 0.447, atom 8 (H): 0.342, atom 9 (H): 0.467, atom 10 (H): 0.320, atom 11 (H): 0.164, atom 12 (H): 0.409, atom 13 (C): -0.324, atom 14 (H): 0.304, atom 15 (H): 0.287, atom 16 (H): 0.276, atom 17 (H): -0.166, atom 18 (H): 0.572, atom 19 (C): -0.941, atom 20 (O): -0.557, atom 21 (H): 0.016, atom 22 (H): 0.129, atom 23 (C): -1.633, atom 24 (H): 0.336, atom 25 (H): 0.088, atom 26 (H): -0.253, atom 27 (H): -1.258, atom 28 (C): -0.973, atom 29 (H): 0.036, atom 30 (H): -0.456, atom 31 (H): 0.546, atom 32 (C): 0.390, atom 33 (C): -0.554, atom 34 (H): -0.741, atom 35 (H): 0.396, atom 36 (H): 0.401, atom 37 (C): 0.241, atom 38 (O): -0.622, atom 39 (H): 0.042, atom 40 (H): 0.401, atom 41 (H): -1.296, atom 42 (H): 0.291, atom 43 (C): -0.628, atom 44 (H): 0.559, atom 45 (H): 0.412, atom 46 (C): 0.022, atom 47 (H): 0.353, atom 48 (O): -0.614, atom 49 (H): -0.304, atom 50 (C): -1.829, atom 51 (O): -0.722, atom 52 (H): 0.534, atom 53 (H): 0.348, atom 54 (C): 1.212, atom 55 (H): 0.565, atom 56 (H): -1.880, atom 57 (C): -0.060, atom 58 (C): -0.995, atom 59 (O): -0.491, atom 60 (H): 0.513, atom 61 (H): 0.359, atom 62 (H): 0.360, atom 63 (H): -0.599, atom 64 (C): 1.399, atom 65 (O): -0.428, atom 66 (O): -0.639, atom 67 (O): 1.694, atom 68 (H): 0.147, atom 69 (O): -0.633, atom 70 (H): 0.413, atom 71 (C): 0.049, atom 72 (H): 0.410, atom 73 (H): -0.432, atom 74 (C): -0.870, atom 75 (H): 0.688, atom 76 (H): 0.127, atom 77 (O): -0.608, atom 78 (H): 0.225, atom 79 (C): 2.118, atom 80 (H): 0.464, atom 81 (C): -0.607, atom 82 (H): 0.084, atom 83 (O): -0.968, atom 84 (O): -0.366, atom 85 (H): -0.685, atom 86 (H): 0.389, atom 87 (C): 0.085, atom 88 (O): -0.685, atom 89 (C): 1.015, atom 90 (H): 0.306, atom 91 (H): -0.145, atom 92 (O): -0.543, atom 93 (O): -0.622, atom 94 (O): -0.580, atom 95 (C): -0.878, atom 96 (H): 0.352, atom 97 (H): -0.246, atom 98 (H): 0.071, atom 99 (H): -0.246